Density functional theory data (ωB97M-V with the def2-TZVPD basis set) for C24H42O3PdSiTe as an isolated structure.

```
72
Properties=species:S:1:pos:R:3:forces:R:3:lowdin_charge:R:1
Pd 0.73802 0.67835 -0.19116 -0.3 0.3 0.0 0.20
C 4.32914 2.08025 -0.91427 -0.6 0.6 -0.1 0.04
C 4.31921 2.13886 0.55258 1.5 -1.7 -0.2 -0.30
C 5.36577 2.83502 1.31799 -0.5 0.7 0.1 0.06
O 3.64235 1.20092 1.11696 -0.2 0.8 0.2 0.13
C 1.84594 3.96883 0.47570 -0.2 0.1 0.0 -0.38
O 2.65708 4.78710 0.42841 0.1 0.0 0.0 0.26
O 1.06498 3.10976 0.52753 0.1 -0.1 0.1 0.13
H 5.12658 1.36109 -1.14871 0.0 0.0 0.0 0.15
H 4.58255 3.03735 -1.36500 0.1 0.0 0.0 0.12
H 3.39201 1.69328 -1.31745 0.0 -0.1 0.0 0.08
H 6.24227 2.17715 1.23917 0.0 0.0 0.0 0.15
H 5.11355 2.96616 2.37157 0.0 -0.1 0.0 0.12
H 5.61992 3.80039 0.88513 0.0 0.0 -0.1 0.12
H 3.78151 1.18224 2.08450 -0.1 -0.1 0.0 0.18
C -1.13272 -1.71331 -2.26515 -0.1 -0.1 -0.1 -0.12
C -1.96876 -0.43173 -2.32270 0.4 0.2 0.2 -0.60
C -1.62556 0.22961 -3.66582 -0.1 -0.1 -0.1 -0.09
C -3.45163 -0.83977 -2.28697 0.0 0.0 -0.1 -0.07
Si -1.59658 0.71408 -0.80632 -0.8 -0.3 -0.2 0.90
C -2.02648 2.58710 -1.15953 0.9 -1.2 0.4 -0.60
C -0.96812 3.13165 -2.12844 -0.3 0.5 -0.1 -0.08
C -3.43060 2.54832 -1.76820 -0.1 0.5 -0.1 -0.07
C -2.05095 3.40514 0.13155 -0.2 0.4 -0.2 -0.09
C -2.22376 0.07593 0.89905 0.5 -0.2 -0.1 -0.61
C -3.72413 0.32920 1.09142 0.0 0.0 0.1 -0.06
C -1.95272 -1.43379 1.02544 -0.1 0.0 0.1 -0.09
C -1.42959 0.75285 2.03373 -0.1 0.1 0.0 -0.09
H -1.37973 -2.33643 -3.12940 0.0 0.0 0.0 0.10
H -1.34560 -2.29620 -1.37471 0.0 0.0 0.0 0.04
H -0.06378 -1.49990 -2.31471 0.0 0.0 0.0 0.03
H -1.76292 -0.51182 -4.45786 0.0 0.0 0.0 0.10
H -0.58310 0.55283 -3.70605 0.0 0.0 0.0 0.08
H -2.26116 1.07464 -3.91771 0.0 0.0 0.0 0.07
H -3.64122 -1.50157 -3.13751 0.0 0.0 0.0 0.10
H -4.13449 0.00285 -2.37751 0.0 0.0 0.0 0.08
H -3.70824 -1.39537 -1.38562 0.0 0.0 0.0 0.07
H -0.98938 2.63882 -3.09566 0.0 0.0 0.0 0.06
H 0.04117 3.04425 -1.71938 0.0 0.0 0.0 0.05
H -1.14474 4.19762 -2.31224 0.0 0.0 0.0 0.10
H -3.46777 2.06965 -2.74132 0.0 0.0 0.0 0.06
H -3.76954 3.58091 -1.91187 0.0 0.0 0.0 0.11
H -4.15613 2.07554 -1.10509 0.0 0.0 0.0 0.08
H -1.14514 3.32097 0.71972 0.0 0.0 0.0 0.04
H -2.90322 3.15293 0.75980 0.0 0.0 0.0 0.08
H -2.16152 4.46404 -0.12993 -0.1 0.0 0.0 0.10
H -4.33008 -0.12117 0.30575 0.0 0.0 0.0 0.08
H -3.96945 1.38875 1.14691 0.0 0.0 0.0 0.07
H -4.03259 -0.12267 2.03941 0.0 0.0 0.0 0.10
H -2.56076 -2.02986 0.34576 0.0 0.0 0.0 0.08
H -2.20015 -1.75572 2.04113 0.0 0.0 0.0 0.10
H -0.89924 -1.67270 0.85647 0.0 0.0 0.0 0.05
H -1.65109 1.81159 2.14157 0.0 0.0 0.0 0.07
H -0.34037 0.64149 1.89976 0.0 0.0 0.0 0.04
H -1.67272 0.26770 2.98350 0.0 0.0 0.0 0.10
C 1.10641 -3.35148 -0.31605 0.0 -0.1 0.0 -0.38
Te 2.19750 -1.51550 -0.39847 -0.3 0.0 0.0 1.38
C 2.55084 -1.82413 1.69823 0.0 0.1 0.0 -0.41
C 2.11681 -3.24011 1.98599 0.1 0.0 0.0 -0.29
C 2.43505 -3.83422 3.20523 -0.1 0.0 0.0 -0.03
C 2.03393 -5.13053 3.47268 0.0 0.0 0.0 -0.05
C 1.31073 -5.84282 2.52307 0.0 0.0 0.0 -0.05
C 1.00210 -5.26067 1.30692 0.0 0.0 0.0 -0.02
C 1.41311 -3.95884 1.02875 0.1 0.0 0.0 -0.28
H 1.45253 -3.97235 -1.14039 0.0 0.0 0.0 0.08
H 0.05112 -3.15384 -0.45273 0.0 0.0 0.0 0.02
H 1.97127 -1.09239 2.26200 0.0 0.0 0.0 0.05
H 3.61170 -1.68463 1.90716 0.0 0.0 0.0 0.06
H 2.99747 -3.27973 3.94683 0.0 0.0 0.0 0.12
H 2.29196 -5.59123 4.41632 0.0 0.0 0.0 0.12
H 0.99785 -6.85735 2.72846 0.0 0.0 0.0 0.12
H 0.45329 -5.82341 0.56182 0.0 0.0 0.0 0.13
```
Forces are in eV/Å.

For the gap between HOMO and LUMO, the calculation gives 0.2125 hartree. As for the energy: -1850.234789 hartree. Its total charge is +2. As for the LUMO energy: -8.07 eV. Its spin multiplicity is 1.

Density functional theory data (ωB97M-V with the def2-TZVPD basis set) for C24H43AlCl6FN2O16S2 as an isolated structure.

```
95
Properties=species:S:1:pos:R:3:forces:R:3:lowdin_charge:R:1
C -1.75992 4.07284 -3.94167 -0.3 1.9 -1.1 -0.09
O -1.19055 2.75502 -4.11934 -1.8 -0.9 1.7 -0.12
C -2.06923 1.72661 -3.71737 -2.6 -1.9 -0.1 -0.38
O -3.26910 1.62914 -4.07042 3.9 1.2 0.9 0.05
C -1.51905 0.53516 -2.78016 0.3 -0.1 -1.0 -0.09
C -0.66556 -0.53484 -3.64842 0.0 -0.3 0.2 -0.18
C -1.44362 -0.96664 -4.99079 0.8 0.0 0.3 -0.19
C -1.04405 -0.07058 -6.26634 -2.0 -0.4 1.8 -0.42
S -2.52850 0.52211 -7.25542 0.4 3.1 -4.4 0.73
O -2.22757 0.17174 -8.69935 -1.3 -0.1 4.2 -0.36
O -2.75520 2.01092 -7.11360 0.4 -3.9 0.7 -0.36
O -3.94262 -0.27404 -6.81991 1.6 0.6 0.3 -0.21
H -1.46580 4.69221 -4.86581 -0.4 -1.0 1.4 0.11
H -2.89306 4.10018 -3.88888 1.4 -0.5 -0.1 0.11
H -1.35115 4.62764 -3.02499 -0.4 -1.1 -1.1 0.06
H -2.41159 -0.06605 -2.38215 1.2 1.4 -0.6 0.12
H -0.93315 0.95899 -1.90424 -0.6 -0.6 -1.1 0.08
H 0.39761 -0.16546 -3.84898 -1.5 -0.4 -0.1 0.10
H -0.54588 -1.49581 -3.02776 -0.3 1.6 -0.7 0.10
H -2.55824 -0.97573 -4.75278 1.4 0.1 -0.4 0.10
H -1.13711 -2.04306 -5.23065 -0.5 1.5 0.3 0.12
H -0.49057 0.88912 -5.97354 -1.3 -1.3 -0.5 0.04
H -0.36168 -0.71259 -6.94997 -1.8 1.0 0.5 -0.07
H -4.16312 -0.04320 -5.88517 0.3 0.2 -0.7 0.07
C -0.86404 -2.49320 1.27980 -0.3 -0.1 1.4 -0.02
C -0.45168 -2.23486 -0.18751 0.6 0.3 -0.2 -0.57
C 1.00272 -1.71577 -0.21618 1.0 0.3 0.4 -0.05
O -1.23845 -1.28548 -0.67117 -0.3 -0.5 0.0 -0.01
H -0.80626 -1.59005 1.89487 0.0 0.0 -0.3 0.10
H -1.88479 -2.87889 1.34436 0.1 0.1 -0.3 0.07
H -0.20247 -3.23974 1.73306 0.1 0.0 -0.3 0.09
H -0.43116 -3.22296 -0.67556 -0.5 0.1 -0.4 0.13
H 1.12432 -0.78542 0.34823 -0.2 -0.1 0.0 0.07
H 1.34006 -1.53520 -1.24124 -0.2 -0.1 0.0 0.06
H 1.67853 -2.45610 0.22494 -0.1 0.0 0.0 0.09
C -4.44204 -4.49951 5.22011 -0.4 0.3 0.0 -0.18
C -4.18088 -4.20939 3.75014 -0.1 -0.6 -0.1 -0.18
O -3.05645 -3.33036 3.74009 0.1 0.0 0.6 -0.20
S -2.09106 -3.68774 4.99787 0.4 0.4 0.2 0.68
O -1.03761 -4.53713 4.52764 -0.6 0.5 0.4 -0.23
O -1.84863 -2.48349 5.73808 -1.4 -2.2 -1.0 -0.25
O -3.15159 -4.60480 5.82113 0.3 -0.1 -0.6 -0.19
H -4.97339 -3.67140 5.69739 0.0 0.0 -0.1 0.13
H -5.00515 -5.42248 5.36406 0.2 0.0 0.1 0.12
H -5.03604 -3.74547 3.25913 0.2 0.2 0.0 0.14
H -3.90287 -5.12040 3.21171 -0.1 0.0 0.0 0.13
C 1.92489 3.27490 -1.71334 0.9 -0.8 -1.0 -1.91
Cl 0.41912 3.83152 -0.92646 -0.7 -1.8 -1.7 0.52
Cl 1.93354 3.79690 -3.40663 -0.1 -0.1 0.5 0.61
Cl 3.32121 3.97773 -0.86786 -0.4 0.0 0.2 0.58
Cl 2.00993 1.50803 -1.63188 -0.1 0.5 0.1 0.62
Al 0.83946 5.47159 0.62945 0.9 2.7 2.4 0.74
C 6.29272 0.15762 -1.61726 0.0 0.0 -0.2 -0.01
C 5.36534 -0.47836 -0.61589 -0.4 -0.4 0.2 -0.56
O 4.59106 -1.37590 -0.92091 0.1 0.2 -0.1 0.02
N 5.40837 -0.02160 0.66661 0.1 -0.1 -0.5 0.00
C 6.24856 1.02257 1.21624 -0.4 -0.2 0.4 -0.08
H 6.14678 -0.30638 -2.59287 -0.1 0.0 0.2 0.09
H 6.07515 1.22440 -1.70563 0.2 0.0 0.0 0.08
H 7.33130 0.00774 -1.31483 0.0 0.2 0.0 0.09
H 4.76094 -0.49203 1.28324 0.1 0.1 0.0 0.14
H 6.85072 0.59244 2.01951 0.1 0.3 0.0 0.08
H 5.60373 1.80033 1.63151 0.3 0.1 0.0 0.08
H 6.90506 1.46013 0.46835 -0.1 -0.1 0.0 0.07
C -7.06748 -9.64918 7.42476 0.1 0.0 -0.1 -0.10
C -6.13043 -8.62836 7.54671 0.0 0.0 0.0 -0.10
C -5.13927 -8.47429 6.58278 -0.1 0.0 0.0 -0.10
C -5.09109 -9.33572 5.49099 -0.1 0.0 0.1 -0.10
C -6.03047 -10.35423 5.36724 0.0 0.0 0.1 -0.10
C -7.01608 -10.51399 6.33591 0.1 0.1 0.0 -0.10
H -7.83815 -9.77119 8.17823 0.1 0.0 -0.1 0.10
H -6.17206 -7.95256 8.39435 0.0 -0.1 -0.1 0.10
H -4.40439 -7.68223 6.68165 0.0 -0.1 0.0 0.10
H -4.32115 -9.21264 4.73690 0.0 0.0 0.1 0.10
H -5.99378 -11.02480 4.51517 0.0 0.0 0.1 0.10
H -7.74495 -11.31149 6.24193 0.0 0.1 0.0 0.10
C 4.57957 9.40538 -1.09920 0.0 0.2 0.2 0.00
C 4.16516 7.95961 -1.07196 -0.3 -0.3 0.3 -0.53
O 3.46511 7.50266 -0.17953 -0.1 -0.2 -0.4 -0.01
N 4.59837 7.15645 -2.08655 -0.1 0.4 0.2 0.00
C 5.42633 7.51570 -3.21876 -0.2 -0.6 0.0 -0.08
H 4.16229 9.91824 -0.23207 0.0 -0.3 0.0 0.09
H 5.66794 9.48446 -1.05725 0.0 0.1 -0.1 0.09
H 4.20000 9.88740 -2.00302 0.2 0.0 0.0 0.08
H 4.28411 6.20114 -2.00592 0.1 0.1 -0.1 0.07
H 4.87051 7.29945 -4.13415 0.2 0.1 -0.1 0.08
H 6.32804 6.89937 -3.19507 0.1 0.2 -0.2 0.08
H 5.70720 8.56560 -3.20720 -0.1 -0.1 0.1 0.07
O 2.46534 8.05102 4.60465 0.0 -0.1 -0.4 -0.36
Cl 2.90625 7.83437 3.24583 0.9 0.3 0.7 0.62
O 3.72872 6.64359 3.18470 -0.2 0.0 -0.2 -0.39
O 3.66966 8.97618 2.79437 -0.3 -0.2 0.0 -0.37
O 1.74800 7.65876 2.38612 -0.6 -0.4 -0.5 -0.52
Cl 1.31511 -0.00167 -7.00579 2.9 0.1 -0.5 0.00
F -0.57865 -1.09246 6.17960 1.4 1.4 0.3 -0.39
```
Forces are in eV/Å.

For the gap between HOMO and LUMO, the calculation gives 0.0577 hartree. As for the energy: -6152.748237 hartree. Its total charge is -1. As for the LUMO energy: -3.91 eV. Its spin multiplicity is 1.